[1]
The following is a quantum chemistry calculation of a cluster of 9 separate species, C35H66B2FO26 in total, from the Open Molecules 2025 dataset.

Values from the calculation:
* orbital gap: 6.0138 eV
* 2S+1: 1
* total charge: -1
* E_tot: -3478.810914 Eh
* E_HOMO: -4.495 eV

Geometry (Å):
O (1.714, -8.278, 4.817)
B (1.540, -8.252, 3.356)
O (1.095, -9.509, 2.696)
B (1.851, -6.944, 2.359)
C (2.613, -5.699, 3.086)
C (1.915, -5.095, 4.433)
C (2.744, -3.685, 4.784)
F (2.270, -3.024, 6.022)
C (0.481, -6.629, 1.547)
C (-0.275, -5.223, 1.796)
C (-1.700, -5.342, 2.663)
C (-2.869, -4.192, 2.380)
C (-4.317, -4.301, 3.190)
C (-4.661, -5.527, 4.272)
C (-3.493, -6.648, 4.554)
C (-2.047, -6.528, 3.735)
H (2.508, -8.841, 5.098)
H (0.964, -10.209, 3.408)
H (2.627, -7.378, 1.553)
H (2.774, -4.815, 2.305)
H (3.705, -6.055, 3.386)
H (2.028, -5.758, 5.400)
H (0.782, -4.822, 4.342)
H (2.785, -2.998, 3.836)
H (3.867, -4.042, 4.973)
H (0.697, -6.727, 0.382)
H (-0.297, -7.500, 1.788)
H (0.342, -4.349, 2.260)
H (-0.629, -4.828, 0.725)
H (-2.740, -3.306, 1.623)
H (-5.204, -3.528, 3.007)
H (-5.700, -5.628, 4.825)
H (-3.680, -7.543, 5.322)
H (-1.271, -7.375, 3.956)
C (1.077, 0.182, 5.863)
O (0.862, 0.689, 4.547)
C (1.908, 1.390, 4.041)
O (2.968, 1.606, 4.608)
O (1.570, 1.809, 2.796)
C (2.583, 2.566, 2.136)
H (0.177, -0.360, 6.167)
H (1.920, -0.515, 5.875)
H (1.240, 1.002, 6.570)
H (3.487, 1.964, 1.999)
H (2.807, 3.481, 2.695)
H (2.206, 2.849, 1.150)
C (-6.913, -3.129, -2.627)
O (-6.721, -1.800, -2.145)
C (-5.896, -1.709, -1.072)
O (-5.335, -2.641, -0.518)
O (-5.804, -0.401, -0.722)
C (-4.961, -0.153, 0.402)
H (-7.589, -3.082, -3.485)
H (-5.963, -3.560, -2.960)
H (-7.376, -3.755, -1.858)
H (-3.933, -0.465, 0.190)
H (-5.346, -0.661, 1.293)
H (-4.961, 0.924, 0.593)
C (3.368, 1.562, -2.138)
O (3.728, 2.909, -1.840)
C (4.212, 3.605, -2.901)
O (4.353, 3.176, -4.035)
O (4.511, 4.860, -2.480)
C (5.035, 5.711, -3.497)
H (2.995, 1.101, -1.219)
H (2.571, 1.531, -2.887)
H (4.241, 0.995, -2.476)
H (4.304, 5.846, -4.301)
H (5.974, 5.310, -3.890)
H (5.238, 6.687, -3.049)
C (3.543, -4.724, -1.541)
O (4.851, -4.750, -0.972)
C (5.407, -3.525, -0.795)
O (4.890, -2.455, -1.076)
O (6.639, -3.696, -0.251)
C (7.347, -2.483, -0.007)
H (3.196, -5.756, -1.637)
H (2.849, -4.187, -0.887)
H (3.565, -4.273, -2.538)
H (6.804, -1.856, 0.707)
H (7.521, -1.943, -0.944)
H (8.317, -2.739, 0.427)
C (3.213, 2.748, -7.157)
O (2.644, 3.502, -8.225)
C (2.412, 4.806, -7.927)
O (2.646, 5.349, -6.859)
O (1.875, 5.399, -9.023)
C (1.578, 6.784, -8.853)
H (3.355, 1.721, -7.506)
H (4.190, 3.154, -6.875)
H (2.537, 2.728, -6.296)
H (2.489, 7.351, -8.639)
H (0.837, 6.925, -8.060)
H (1.154, 7.155, -9.790)
C (-1.047, 4.170, 5.276)
O (-1.376, 5.000, 6.388)
C (-1.790, 4.321, 7.488)
O (-1.894, 3.109, 7.585)
O (-2.068, 5.226, 8.460)
C (-2.518, 4.650, 9.685)
H (-0.729, 4.817, 4.453)
H (-0.218, 3.500, 5.526)
H (-1.921, 3.599, 4.947)
H (-1.748, 4.000, 10.112)
H (-3.452, 4.099, 9.533)
H (-2.710, 5.464, 10.390)
C (5.860, 11.428, -0.387)
O (4.710, 11.649, -1.202)
C (4.516, 10.708, -2.160)
O (5.223, 9.733, -2.362)
O (3.398, 11.039, -2.854)
C (3.067, 10.130, -3.903)
H (5.918, 12.240, 0.343)
H (5.772, 10.482, 0.156)
H (6.772, 11.445, -0.993)
H (2.868, 9.132, -3.500)
H (3.867, 10.095, -4.649)
H (2.158, 10.493, -4.390)
C (-9.365, -1.175, -6.861)
O (-10.630, -1.825, -6.974)
C (-10.784, -2.895, -6.155)
O (-9.954, -3.319, -5.365)
O (-12.020, -3.412, -6.365)
C (-12.324, -4.553, -5.564)
H (-9.352, -0.335, -7.561)
H (-9.222, -0.783, -5.849)
H (-8.554, -1.860, -7.130)
H (-12.299, -4.295, -4.500)
H (-11.631, -5.372, -5.781)
H (-13.336, -4.883, -5.815)



[2]
The following is a quantum chemistry calculation of a structure of composition C35H67F12N3NbO10, from the Open Molecules 2025 dataset.

Values from the calculation:
* relative energy (zero: lowest compared OMol25 entry of this formula, charge and spin): 0.0000 eV
* orbital gap: 6.7690 eV
* 2S+1: 1
* total charge: -1
* E_tot: -3545.340274 Eh
* E_HOMO: -4.896 eV

Geometry (Å):
C (1.031, 0.467, 0.388)
C (0.033, -0.390, -0.185)
Nb (-1.559, -1.415, 1.065)
N (-1.050, -0.058, 2.693)
C (-2.071, -2.771, -0.706)
C (-1.806, -4.313, -0.483)
N (-2.509, -5.143, 0.253)
C (-2.964, 0.272, 0.321)
C (-3.774, 0.991, 1.505)
C (-4.741, 2.073, 0.802)
F (-3.932, 3.132, 0.277)
F (-5.567, 2.683, 1.780)
F (-5.448, 1.568, -0.301)
C (-0.136, -2.915, 2.026)
C (1.355, -3.009, 1.543)
C (1.804, -4.372, 0.789)
F (0.837, -5.419, 0.946)
F (2.944, -4.909, 1.485)
C (2.007, -4.226, -0.778)
F (1.103, -3.247, -1.241)
F (1.570, -5.448, -1.382)
C (3.431, -3.917, -1.367)
F (4.529, -4.558, -0.790)
F (3.408, -4.404, -2.716)
C (3.834, -2.373, -1.528)
F (3.108, -1.716, -2.545)
F (5.170, -2.387, -2.022)
F (3.888, -1.658, -0.340)
C (-3.198, -2.275, 2.395)
C (-4.641, -2.490, 1.792)
O (-5.479, -3.071, 2.554)
N (-5.172, -2.064, 0.480)
C (-5.722, -3.232, -0.304)
C (-6.419, -1.272, 0.831)
H (2.117, 0.474, 0.012)
H (0.795, 1.229, 1.206)
H (0.053, -0.512, -1.317)
H (-1.045, 0.915, 2.369)
H (-1.676, -0.205, 3.493)
H (-3.128, -2.612, -1.115)
H (-1.376, -2.430, -1.562)
H (-0.932, -4.785, -1.060)
H (-3.274, -4.579, 0.659)
H (-2.329, 1.103, -0.164)
H (-3.620, -0.135, -0.514)
H (-4.337, 0.262, 2.166)
H (-3.109, 1.609, 2.201)
H (-0.731, -3.902, 2.069)
H (-0.108, -2.602, 3.139)
H (1.780, -2.177, 0.905)
H (2.022, -3.003, 2.485)
H (-3.324, -1.685, 3.375)
H (-2.826, -3.313, 2.732)
H (-5.109, -3.465, -1.239)
H (-6.785, -3.020, -0.687)
H (-5.783, -4.193, 0.297)
H (-6.787, -0.646, -0.043)
H (-7.297, -1.962, 1.113)
H (-6.264, -0.610, 1.750)
C (3.084, 6.457, 4.958)
O (3.701, 6.095, 3.739)
C (4.280, 4.797, 3.769)
C (4.132, 4.102, 2.420)
O (2.814, 3.634, 2.139)
C (1.806, 4.624, 1.919)
C (1.959, 5.391, 0.608)
O (3.046, 6.311, 0.676)
C (3.777, 6.386, -0.533)
H (3.842, 6.661, 5.721)
H (2.498, 7.362, 4.786)
H (2.401, 5.673, 5.302)
H (3.817, 4.176, 4.548)
H (5.344, 4.919, 4.001)
H (4.760, 3.208, 2.433)
H (4.504, 4.725, 1.607)
H (1.724, 5.293, 2.775)
H (0.864, 4.072, 1.870)
H (1.051, 5.976, 0.422)
H (2.093, 4.678, -0.214)
H (4.081, 5.389, -0.868)
H (4.681, 6.969, -0.345)
H (3.185, 6.883, -1.306)
C (-2.133, 9.950, 4.121)
O (-2.368, 9.494, 2.805)
C (-1.178, 9.129, 2.117)
C (-1.420, 7.933, 1.205)
O (-1.547, 6.686, 1.890)
C (-2.711, 6.513, 2.701)
C (-4.009, 6.371, 1.913)
O (-4.414, 7.618, 1.356)
C (-4.962, 7.485, 0.057)
H (-1.674, 10.944, 4.102)
H (-3.093, 10.011, 4.636)
H (-1.497, 9.249, 4.673)
H (-0.372, 8.888, 2.825)
H (-0.872, 9.992, 1.514)
H (-0.545, 7.821, 0.558)
H (-2.269, 8.099, 0.542)
H (-2.779, 7.296, 3.457)
H (-2.550, 5.577, 3.242)
H (-4.807, 6.042, 2.588)
H (-3.874, 5.612, 1.133)
H (-4.287, 6.923, -0.596)
H (-5.083, 8.486, -0.362)
H (-5.939, 6.996, 0.104)
C (3.132, -11.417, -5.419)
O (3.725, -10.200, -5.827)
C (3.201, -9.705, -7.053)
C (3.129, -8.183, -7.039)
O (2.076, -7.647, -6.239)
C (2.189, -7.812, -4.823)
C (3.287, -6.971, -4.178)
O (4.578, -7.492, -4.481)
C (5.537, -6.477, -4.715)
H (3.473, -12.238, -6.058)
H (3.437, -11.615, -4.390)
H (2.039, -11.349, -5.440)
H (2.198, -10.113, -7.246)
H (3.876, -10.032, -7.852)
H (2.916, -7.849, -8.059)
H (4.088, -7.740, -6.767)
H (2.278, -8.865, -4.559)
H (1.234, -7.473, -4.416)
H (3.172, -7.000, -3.089)
H (3.189, -5.933, -4.514)
H (5.176, -5.764, -5.464)
H (6.440, -6.950, -5.105)
H (5.778, -5.959, -3.783)



[3]
The following is a quantum chemistry calculation of a cluster of 10 separate species, C35H68Cl4O24 in total, from the Open Molecules 2025 dataset.

Values from the calculation:
* orbital gap: 10.8307 eV
* 2S+1: 1
* total charge: 0
* E_tot: -5020.950494 Eh
* E_HOMO: -10.478 eV

Geometry (Å):
C (3.588, 0.563, 5.631)
C (2.167, 0.806, 6.171)
O (1.335, 1.052, 5.039)
C (0.061, 1.277, 5.199)
O (-0.453, 1.427, 6.304)
O (-0.534, 1.053, 4.058)
C (-1.932, 0.732, 4.125)
H (3.681, -0.410, 5.148)
H (4.331, 0.645, 6.423)
H (3.768, 1.281, 4.830)
H (2.205, 1.634, 6.878)
H (1.755, -0.025, 6.745)
H (-2.326, 0.463, 3.147)
H (-2.454, 1.599, 4.531)
H (-2.111, -0.063, 4.849)
C (-4.282, -2.480, 0.854)
C (-5.266, -1.325, 0.688)
O (-5.805, -1.302, -0.616)
C (-6.930, -1.997, -0.894)
O (-7.617, -2.601, -0.094)
O (-7.164, -1.895, -2.150)
C (-8.353, -2.369, -2.763)
H (-3.644, -2.429, 1.735)
H (-3.624, -2.400, -0.016)
H (-4.619, -3.512, 0.754)
H (-4.670, -0.434, 0.883)
H (-6.054, -1.404, 1.438)
H (-8.427, -1.892, -3.738)
H (-9.216, -2.317, -2.102)
H (-8.081, -3.406, -2.965)
C (0.948, -1.780, -4.055)
C (1.676, -3.060, -4.385)
O (2.905, -3.098, -3.614)
C (3.596, -4.229, -3.549)
O (3.405, -5.237, -4.163)
O (4.669, -4.026, -2.704)
C (5.518, -5.091, -2.412)
H (0.141, -1.604, -4.767)
H (1.640, -0.953, -4.218)
H (0.507, -1.820, -3.061)
H (1.911, -3.178, -5.442)
H (1.007, -3.865, -4.077)
H (4.984, -5.844, -1.828)
H (6.346, -4.781, -1.776)
H (5.867, -5.580, -3.322)
C (-3.764, 0.889, -3.468)
C (-3.414, -0.280, -4.314)
O (-2.103, -0.090, -4.865)
C (-2.044, 0.220, -6.134)
O (-2.970, 0.521, -6.855)
O (-0.710, 0.138, -6.460)
C (-0.402, 0.289, -7.868)
H (-3.645, 1.786, -4.079)
H (-3.140, 0.901, -2.576)
H (-4.808, 0.975, -3.165)
H (-4.184, -0.508, -5.048)
H (-3.316, -1.124, -3.630)
H (0.644, 0.071, -8.077)
H (-0.622, 1.324, -8.122)
H (-0.949, -0.451, -8.452)
C (0.963, 5.187, -1.474)
C (1.903, 4.060, -1.890)
O (3.073, 4.034, -1.079)
C (4.094, 3.188, -1.251)
O (4.300, 2.510, -2.225)
O (4.940, 3.396, -0.291)
C (6.357, 3.354, -0.466)
H (1.281, 6.181, -1.788)
H (1.017, 5.099, -0.388)
H (-0.067, 5.107, -1.821)
H (2.135, 4.142, -2.952)
H (1.401, 3.134, -1.608)
H (6.819, 2.897, 0.408)
H (6.770, 4.361, -0.513)
H (6.679, 2.792, -1.343)
C (-1.456, 9.376, 0.296)
C (-2.153, 8.006, 0.112)
O (-1.345, 7.055, 0.846)
C (-1.915, 5.861, 1.164)
O (-3.122, 5.577, 1.210)
O (-0.905, 5.019, 1.384)
C (-1.082, 3.665, 1.844)
H (-1.285, 9.688, 1.325)
H (-1.894, 10.204, -0.261)
H (-0.457, 9.159, -0.086)
H (-2.354, 7.705, -0.917)
H (-3.182, 8.017, 0.476)
H (-0.255, 3.124, 1.391)
H (-1.995, 3.150, 1.543)
H (-1.031, 3.641, 2.931)
C (0.952, -2.190, 5.013)
C (1.330, -3.402, 4.146)
O (2.187, -2.852, 3.115)
C (2.364, -3.394, 1.934)
O (1.818, -4.408, 1.571)
O (3.248, -2.688, 1.192)
C (3.753, -3.293, 0.062)
H (0.255, -2.492, 5.796)
H (0.443, -1.406, 4.454)
H (1.863, -1.891, 5.530)
H (0.437, -3.751, 3.627)
H (1.781, -4.211, 4.718)
H (4.765, -2.910, -0.070)
H (3.173, -2.962, -0.801)
H (3.711, -4.381, 0.099)
O (1.877, 3.762, 2.400)
C (2.372, 2.670, 2.174)
O (1.743, 1.704, 1.522)
C (2.534, 0.501, 1.524)
C (3.912, 0.984, 1.921)
O (3.665, 2.240, 2.508)
H (2.079, -0.217, 2.206)
H (2.556, 0.110, 0.507)
H (4.501, 0.950, 1.004)
H (4.286, 0.265, 2.651)
Cl (-0.435, 1.230, -0.941)
C (-1.184, 0.106, 0.214)
C (-0.442, -1.233, 0.017)
Cl (-0.795, -2.406, 1.361)
H (-2.206, 0.086, -0.160)
H (-1.148, 0.623, 1.171)
H (0.638, -1.109, 0.008)
H (-0.862, -1.747, -0.844)
Cl (0.064, -7.075, 3.025)
C (-1.484, -6.753, 2.184)
C (-1.303, -6.159, 0.830)
Cl (-2.954, -5.930, 0.137)
H (-2.050, -6.162, 2.902)
H (-2.089, -7.651, 2.056)
H (-0.799, -6.849, 0.156)
H (-0.812, -5.189, 0.894)